Formula: C21H39Cl3MnN7O3Si
Source: the Open Molecules 2025 dataset
Level of theory: ωB97M-V/def2-TZVPD

CARTESIAN COORDINATES (ANGSTROEM)
C  -1.6678  -1.7941  -2.9715
C  -1.2220  -2.6937  -1.8704
H  -1.5555  -2.2684  -3.9543
H  -1.0969  -0.8448  -2.9508
H  -2.7313  -1.5327  -2.8287
C  -0.7404  -3.9452  -2.0146
C  -0.5313  -4.6441  -3.3194
H  -0.4992  -4.5280  -1.1199
H  -0.6120  -3.9763  -4.1840
H  -1.2542  -5.4629  -3.4478
H  0.4646  -5.1095  -3.3293
Mn  -0.0938  0.6694  0.4703
Cl  -2.2971  0.9147  0.5516
Cl  0.7027  1.8955  -1.3664
H  0.6635  4.8212  4.2228
H  -1.4951  5.8565  3.2945
C  0.9349  4.4971  3.2090
C  -1.1336  5.5577  2.3036
N  -0.2652  4.3915  2.3965
H  1.4257  3.5290  3.2358
C  -0.5159  3.2809  1.7118
O  0.2431  2.2766  1.7482
H  -1.9960  5.3127  1.6785
H  -1.4297  3.2803  1.0988
H  1.6064  5.2555  2.7837
H  -0.6063  6.4067  1.8646
H  1.5755  -1.6012  -2.3422
H  2.5928  -3.6560  -0.6683
C  2.4133  -1.0446  -1.9019
C  3.3273  -2.8511  -0.5092
N  2.6878  -1.5532  -0.5578
H  2.1739  0.0251  -1.8665
C  2.4675  -0.8483  0.5700
O  1.9225  0.2812  0.6312
H  3.8137  -2.9851  0.4654
H  2.8278  -1.3121  1.5093
H  3.3065  -1.2311  -2.5100
H  4.0712  -2.9065  -1.3131
O  -0.2493  -1.0603  -0.5473
C  -1.2430  -2.0123  -0.5093
C  0.1056  -3.3398  1.2143
C  -1.1363  -2.9681  0.7010
H  1.0145  -2.8643  0.8061
C  0.1771  -4.3447  2.1944
H  -2.2205  -1.5085  -0.4379
C  -2.3083  -3.4720  1.2640
H  1.1620  -4.7029  2.5101
C  -1.0014  -4.8653  2.7431
C  -2.2444  -4.4328  2.2756
H  -3.2561  -3.1101  0.8534
H  -0.9392  -5.6342  3.5199
H  -3.1665  -4.8427  2.6783
Si  -0.5835  3.5791  -3.2091
Cl  -1.2278  1.6981  -3.8954
C  1.2422  4.0514  -3.2100
C  -1.8665  4.1171  -1.9575
C  -0.9749  4.8095  -4.6906
H  1.8505  3.4074  -2.5655
H  1.3719  5.0732  -2.8394
H  1.6642  4.0016  -4.2127
H  -0.2622  4.6966  -5.5160
H  -0.8988  5.8471  -4.3434
H  -1.9746  4.6851  -5.1180
H  -1.9730  3.3922  -1.1494
H  -2.8433  4.2257  -2.4399
H  -1.5877  5.0962  -1.5376
N  1.9590  -1.2288  5.4656
N  1.0325  -1.2967  4.4380
N  -0.2819  -1.5363  4.6969
C  -0.8378  -1.1249  3.5464
N  0.0497  -0.6133  2.6923
N  1.2689  -0.6997  3.2934
H  2.8837  -1.3637  5.0710
H  1.7174  -1.9131  6.1648
H  -1.8996  -1.2085  3.3308

Values from the calculation:
* spin multiplicity: 6
* net charge: -1
* largest force on an atom: 3.32 eV/A
* frontier orbital gap (alpha / beta): 5.396 / 7.044 eV
* LUMO level (alpha / beta): 2.39 / 2.38 eV

Mulliken charges, unit e, in atom order: -1.1250, 0.1423, 0.3968, -0.1673, 0.2763, 0.2143, -1.5503, 0.3706, 0.3750, 0.2790, 0.3011, 0.6397, -0.7198, -0.5536, 0.3101, 0.3278, -0.9104, -0.9325, 0.2552, 0.2148, 0.6289, -0.6372, 0.2880, -0.1323, 0.2973, 0.3171, 0.0673, 0.2790, -0.5928, -0.9998, 0.4695, -0.0695, -0.1186, -0.4725, 0.3046, 0.3475, 0.4437, 0.3347, 0.0019, -0.1210, 0.7645, -0.1039, 0.1203, -0.9038, 0.4066, -0.4116, 0.3895, -0.4613, -0.7157, 0.4152, 0.3323, 0.3688, 0.8461, -0.3316, -1.0446, -0.7165, -1.2571, 0.3416, 0.3022, 0.3324, 0.2923, 0.3165, 0.3258, -0.0046, 0.3405, 0.2554, -0.7303, 1.2467, -0.8907, -0.5198, 0.4454, -0.6460, 0.2574, 0.2742, 0.5840